ORCA calculation (wB97M-V/def2-TZVPD) on C20H28LaN2Si as an isolated structure in a non-equilibrium geometry.

Structure (XYZ):
```
52
Properties=species:S:1:pos:R:3:forces:R:3
C -2.745 1.828 2.858 -1.291 -1.356 1.148
C -3.147 1.185 1.627 -0.873 0.806 0.891
C -2.905 -0.218 1.770 -1.251 -0.385 0.484
H -3.593 1.710 0.777 0.172 -0.405 0.379
C -2.365 -0.466 3.071 -1.020 0.660 1.111
C -2.251 0.795 3.757 -2.274 0.423 -0.401
H -2.010 0.963 4.814 0.093 -0.204 -0.644
H -2.937 2.874 3.149 0.236 -0.741 -0.302
H -3.143 -0.975 1.032 0.073 0.098 0.106
H -2.121 -1.427 3.517 -0.035 0.190 -0.237
La -0.704 0.831 1.780 5.807 0.754 -2.162
C 2.388 0.408 -0.735 0.623 2.765 2.486
H -0.567 -0.533 -0.109 -0.393 0.004 -1.346
H 2.811 0.641 0.250 0.609 -0.202 0.074
H 1.458 0.996 -0.570 0.104 -0.628 -0.609
Si 0.513 -0.849 -1.131 0.565 -3.237 -0.689
C 0.818 -0.305 -2.930 -0.429 0.610 0.370
C -0.466 -0.263 -3.454 -0.013 0.292 -0.718
H -1.290 -0.620 -2.819 0.033 0.300 -0.531
C -0.696 0.218 -4.746 -0.335 -0.072 0.374
H -1.734 0.266 -5.053 0.150 0.076 -0.401
C 0.358 0.663 -5.536 -0.466 -0.457 0.382
H 0.132 1.046 -6.524 0.234 0.069 0.065
C 1.667 0.547 -5.059 -0.308 0.047 0.246
H 2.466 0.917 -5.697 0.080 -0.320 0.233
C 1.913 0.054 -3.773 -0.117 0.092 0.330
H 2.969 -0.034 -3.461 -0.777 0.072 0.013
C 0.709 -2.756 -1.383 -0.681 -0.213 0.552
C 0.526 -3.404 -2.630 -0.312 0.046 -0.002
H 0.613 -2.860 -3.575 -0.243 0.024 0.432
C 0.184 -4.762 -2.714 0.497 0.072 0.035
H -0.040 -5.207 -3.674 0.119 0.138 -0.124
C 0.145 -5.574 -1.584 -0.196 0.739 0.010
H -0.131 -6.627 -1.655 0.129 0.356 0.082
C 0.432 -4.961 -0.370 0.321 -0.328 0.326
H 0.433 -5.542 0.539 0.011 -0.205 0.108
C 0.735 -3.610 -0.256 -0.353 0.162 -0.201
H 0.961 -3.244 0.753 -0.185 0.145 -0.421
H 2.902 0.951 -1.484 0.782 0.067 -0.972
H 2.382 -0.663 -0.729 0.470 -0.430 -0.377
N 0.718 1.641 3.924 0.304 0.231 0.644
C 0.599 3.065 4.385 0.265 -0.277 -0.064
C 0.615 3.994 3.171 -0.389 0.103 0.009
N -0.352 3.507 2.152 -0.188 0.493 -0.259
H 1.704 1.455 3.734 -0.133 0.026 0.065
H 0.489 1.030 4.710 0.085 0.115 -0.199
H -0.347 3.172 4.954 0.501 -0.081 -0.346
H 1.452 3.317 5.048 -0.605 0.015 -0.196
H 0.337 5.015 3.487 0.391 -0.327 -0.051
H 1.617 4.024 2.709 -0.361 -0.029 0.217
H -1.302 3.786 2.411 0.416 -0.119 0.042
H -0.199 3.997 1.275 0.157 0.030 0.038
```
Positions in Å, forces in eV/Å.

Computed properties:
- HOMO-LUMO gap (alpha / beta) (eV) = 5.15 / 4.82
- net charge = +1
- calculated total energy (a.u.) = -1209.07012

ORCA calculation (wB97M-V/def2-TZVPD) on one molecule with the formula C20H28N2O6S in a non-equilibrium geometry.

Structure (XYZ):
```
57
Properties=species:S:1:pos:R:3:forces:R:3
C 7.466 0.493 1.592 0.033 -0.134 0.171
O 7.260 1.339 0.487 -0.084 0.173 -0.245
C 6.106 1.216 -0.221 -0.093 0.101 -0.196
C 5.957 2.093 -1.299 0.109 -0.086 0.180
C 4.822 2.050 -2.084 0.098 -0.009 0.084
C 3.817 1.138 -1.817 -0.132 -0.264 0.191
C 3.960 0.261 -0.745 0.549 0.395 -0.033
C 2.915 -0.698 -0.464 -1.094 -0.238 -0.548
N 1.807 -0.852 -1.134 0.702 0.474 -0.130
C 1.143 -1.877 -0.516 0.978 -0.451 0.827
C -0.201 -2.299 -0.938 -0.455 0.773 0.588
S -1.402 -1.354 0.087 -0.105 -0.490 -0.487
O -1.073 -1.575 1.466 0.384 0.175 0.189
O -2.739 -1.712 -0.323 -0.039 -0.020 -0.296
C -1.130 0.387 -0.362 0.219 -0.662 0.339
C -1.685 1.217 0.787 -0.118 -0.084 -0.030
O -0.991 1.946 1.462 0.320 0.170 0.008
N -2.997 1.017 0.973 -0.381 -0.066 -0.002
C -3.754 1.675 2.010 -0.068 0.329 0.087
C -4.946 2.434 1.428 -0.029 -0.487 -0.076
C -5.985 1.507 0.800 -0.202 0.391 0.206
O -5.455 0.947 -0.380 0.196 -0.038 -0.068
C -6.252 -0.055 -0.995 -0.224 -0.281 -0.407
C -5.358 -0.761 -2.009 -0.130 0.131 0.456
C -7.493 0.531 -1.674 0.299 -0.031 0.371
C 1.893 -2.304 0.548 -0.982 -0.173 -0.706
C 1.646 -3.328 1.589 0.078 0.180 0.027
O 3.021 -1.560 0.571 0.328 0.164 0.077
C 5.102 0.298 0.055 0.083 -0.021 0.089
H 7.491 -0.560 1.293 -0.016 0.037 0.014
H 8.436 0.773 2.001 -0.079 -0.059 0.008
H 6.696 0.636 2.357 0.018 -0.016 -0.031
H 6.749 2.798 -1.496 0.092 0.087 -0.027
H 4.722 2.735 -2.912 -0.008 0.058 -0.069
H 2.925 1.088 -2.418 -0.089 0.015 -0.087
H -0.397 -3.349 -0.742 -0.232 -0.044 0.059
H -0.405 -2.044 -1.973 -0.012 -0.063 -0.136
H -0.063 0.552 -0.483 0.006 0.070 0.024
H -1.669 0.552 -1.290 -0.036 -0.011 -0.131
H -3.525 0.422 0.348 0.162 0.088 -0.056
H -4.105 0.929 2.732 0.044 0.083 0.028
H -3.072 2.363 2.516 -0.102 -0.148 0.000
H -4.593 3.127 0.663 -0.018 0.115 0.014
H -5.426 3.006 2.223 -0.034 0.040 0.009
H -6.894 2.085 0.577 0.064 -0.118 0.032
H -6.257 0.706 1.506 -0.007 0.055 -0.043
H -6.571 -0.777 -0.224 0.073 0.098 -0.071
H -4.497 -1.197 -1.508 -0.014 -0.016 -0.076
H -5.012 -0.043 -2.749 0.022 0.093 -0.143
H -5.912 -1.549 -2.509 -0.061 -0.089 -0.099
H -7.194 1.302 -2.381 0.030 0.076 -0.103
H -8.020 -0.253 -2.209 -0.089 -0.072 -0.055
H -8.174 0.967 -0.947 -0.112 0.055 0.013
H 1.508 -4.310 1.140 0.034 -0.077 0.023
H 0.739 -3.065 2.133 0.038 -0.057 0.081
H 2.487 -3.362 2.276 0.023 -0.088 0.070
H 5.178 -0.393 0.878 0.068 -0.034 0.087
```
Positions in Å, forces in eV/Å.

Computed properties:
- HOMO-LUMO gap (eV) = 8.72
- calculated total energy (a.u.) = -1738.04925
- energy above the lowest of the compared OMol25 structures with the same formula, charge and spin (eV) = 1.6251

ORCA calculation (wB97M-V/def2-TZVPD) on one molecule with the formula C20H28N2O7S in a non-equilibrium geometry.

Structure (XYZ):
```
58
Properties=species:S:1:pos:R:3:forces:R:3
C -2.343 -4.520 -0.520 -0.301 0.011 0.147
O -1.121 -4.295 -1.198 0.292 0.072 -0.165
C -0.200 -3.495 -0.625 0.213 0.157 0.111
C -0.316 -2.928 0.645 -0.165 -0.218 -0.137
C 0.684 -2.099 1.121 0.213 -0.024 0.085
C 1.795 -1.842 0.344 0.398 0.315 0.458
S 3.033 -0.692 0.892 -0.320 -0.005 -0.356
O 4.342 -1.190 0.592 -0.041 -0.021 -0.285
O 2.745 -0.279 2.239 -0.247 -0.063 -0.097
N 2.726 0.585 -0.179 0.374 -0.782 0.683
C 3.849 1.246 -0.806 0.612 0.182 -0.110
C 3.952 2.619 -0.116 -0.454 -0.405 0.141
O 4.627 3.589 -0.858 0.232 0.282 -0.327
C 2.474 2.952 0.165 0.169 -0.165 -0.030
C 1.789 1.590 0.312 -0.666 0.278 0.155
C 0.548 1.453 -0.564 0.228 0.420 0.026
O 0.306 2.116 -1.538 -0.034 0.012 -0.071
O -0.216 0.459 -0.115 -0.248 -0.201 0.322
C -1.354 0.086 -0.894 -0.215 -0.110 -0.379
C -2.557 -0.212 0.005 0.609 0.084 -0.170
O -3.019 -1.341 0.040 -0.189 -0.304 -0.159
N -3.066 0.800 0.726 -0.060 0.056 0.397
C -2.661 2.185 0.635 0.162 0.437 -0.313
C -3.282 2.938 -0.556 -0.041 -0.155 -0.022
C -4.642 2.387 -0.991 0.041 0.264 0.148
C -5.633 2.180 0.160 -0.062 -0.280 -0.211
C -5.542 0.784 0.777 0.160 0.173 0.203
C -4.240 0.532 1.537 -0.410 -0.384 0.038
C 1.934 -2.408 -0.911 -0.060 -0.118 -0.087
C 0.943 -3.234 -1.394 -0.109 -0.018 0.034
H -2.849 -3.576 -0.303 0.055 -0.086 -0.012
H -2.184 -5.081 0.405 0.019 -0.001 -0.024
H -2.947 -5.115 -1.203 0.022 0.015 0.080
H -1.186 -3.111 1.253 -0.096 -0.008 0.030
H 0.614 -1.642 2.095 -0.097 0.045 0.126
H 4.736 0.627 -0.684 0.048 0.148 -0.172
H 3.640 1.380 -1.876 0.071 0.039 0.055
H 4.508 2.524 0.821 -0.060 -0.063 -0.067
H 4.181 3.700 -1.707 0.029 0.004 0.086
H 2.349 3.573 1.048 -0.039 0.030 0.008
H 2.052 3.473 -0.699 0.061 -0.002 0.060
H 1.535 1.340 1.346 -0.091 0.222 -0.160
H -1.108 -0.836 -1.430 -0.085 0.163 0.127
H -1.579 0.879 -1.614 0.010 -0.126 0.105
H -1.575 2.262 0.592 -0.105 0.022 0.083
H -2.977 2.662 1.566 0.084 -0.082 -0.049
H -3.390 3.986 -0.270 0.039 0.062 -0.036
H -2.606 2.908 -1.412 0.070 0.068 0.013
H -4.502 1.436 -1.510 -0.033 -0.010 -0.091
H -5.065 3.089 -1.712 0.019 -0.062 -0.067
H -6.647 2.307 -0.224 -0.007 0.074 0.060
H -5.478 2.942 0.927 -0.066 0.119 0.076
H -5.633 0.038 -0.014 -0.045 -0.053 -0.004
H -6.371 0.639 1.472 -0.040 -0.083 0.009
H -4.192 1.161 2.429 0.044 -0.008 -0.033
H -4.199 -0.517 1.840 0.004 0.167 0.064
H 2.819 -2.192 -1.486 0.083 -0.038 -0.192
H 1.017 -3.691 -2.368 0.028 -0.047 -0.107
```
Positions in Å, forces in eV/Å.

Computed properties:
- HOMO-LUMO gap (eV) = 9.33
- calculated total energy (a.u.) = -1813.29573
- energy above the lowest of the compared OMol25 structures with the same formula, charge and spin (eV) = 0.1178

ORCA calculation (wB97M-V/def2-TZVPD) on one molecule with the formula C20H28N4O3.

Structure (XYZ):
```
55
Properties=species:S:1:pos:R:3:forces:R:3
C -1.276 4.091 0.737 -0.062 -0.093 0.068
C -1.805 3.039 1.718 -0.007 0.174 0.072
C -1.595 1.664 1.164 -0.079 -0.049 0.078
N -0.492 1.024 1.499 -0.079 -0.389 -0.277
C 0.581 1.468 2.352 0.332 0.218 0.503
C 1.817 0.610 2.100 -0.158 0.316 -0.332
C 2.374 0.814 0.686 0.008 -0.174 0.299
N 3.454 -0.111 0.432 -0.079 0.102 0.009
C 4.726 0.231 1.045 0.062 -0.332 0.196
C 5.241 -0.927 1.899 0.034 0.323 -0.126
C 3.545 -0.589 -0.931 0.003 0.100 -0.239
C 3.810 0.484 -1.995 -0.024 -0.217 0.288
C -2.522 1.053 0.293 0.037 -0.090 0.008
C -3.741 1.728 -0.102 0.046 -0.208 -0.053
O -4.097 2.854 0.193 -0.125 0.270 0.004
N -4.583 0.983 -0.922 -0.341 0.294 -0.070
C -4.408 -0.286 -1.403 -0.178 0.221 0.108
O -5.225 -0.834 -2.102 -0.117 -0.042 -0.109
N -3.221 -0.875 -1.011 0.076 -0.479 -0.171
C -2.976 -2.209 -1.475 0.048 -0.326 -0.139
C -2.835 -2.447 -2.832 0.036 0.044 0.174
C -2.614 -3.739 -3.276 0.023 -0.002 -0.058
C -2.524 -4.782 -2.369 0.017 -0.064 -0.040
C -2.661 -4.534 -1.014 -0.020 -0.021 0.066
C -2.894 -3.248 -0.561 -0.068 0.100 -0.107
C -2.261 -0.280 -0.205 0.211 0.329 0.143
O -1.236 -0.925 0.032 0.007 -0.065 -0.001
H -0.241 3.895 0.466 0.123 0.030 -0.027
H -1.341 5.078 1.187 0.021 0.104 0.005
H -1.882 4.084 -0.164 -0.025 0.023 -0.093
H -1.295 3.129 2.678 0.018 -0.068 -0.013
H -2.869 3.218 1.865 0.160 -0.090 0.067
H -0.407 0.081 1.088 -0.132 0.252 0.009
H 0.282 1.381 3.405 0.046 0.110 -0.113
H 0.820 2.517 2.150 -0.059 -0.034 0.062
H 1.566 -0.445 2.222 0.029 -0.077 0.054
H 2.579 0.862 2.838 0.007 -0.031 0.069
H 1.579 0.607 -0.034 -0.002 0.073 -0.058
H 2.677 1.869 0.564 -0.094 -0.029 -0.053
H 4.603 1.115 1.676 0.018 0.036 -0.071
H 5.480 0.477 0.286 -0.057 0.108 0.025
H 5.384 -1.812 1.286 0.025 -0.133 -0.047
H 6.190 -0.664 2.360 0.163 -0.046 0.087
H 4.523 -1.165 2.678 -0.075 -0.042 0.090
H 2.605 -1.099 -1.164 0.094 -0.078 -0.036
H 4.344 -1.334 -0.962 -0.065 -0.078 -0.041
H 4.730 1.025 -1.781 0.091 0.084 -0.030
H 3.906 0.018 -2.972 0.011 0.005 -0.149
H 2.992 1.199 -2.034 -0.075 0.098 -0.045
H -5.442 1.446 -1.196 0.172 -0.113 0.039
H -2.908 -1.629 -3.531 -0.026 0.078 -0.047
H -2.509 -3.930 -4.333 0.004 -0.016 -0.084
H -2.349 -5.788 -2.719 0.014 -0.078 -0.029
H -2.594 -5.346 -0.305 0.009 -0.063 0.055
H -3.006 -3.046 0.493 0.001 0.035 0.079
```
Positions in Å, forces in eV/Å.

Computed properties:
- HOMO-LUMO gap (eV) = 8.91
- calculated total energy (a.u.) = -1223.72878
- energy above the lowest of the compared OMol25 structures with the same formula, charge and spin (eV) = 0.8262